1.
Molecular formula: C14H38BN2O5S
Method: DFT, ωB97M-V/def2-TZVPD

Computed properties:
Kohn-Sham gap = 6.07 eV
Charge = -1
HOMO = -3.8016 eV

Geometry (Å):
C (6.89076, -2.06302, -1.95203)
C (5.59382, -1.99975, -2.76766)
B (4.83157, -0.56122, -2.71042)
S (5.67681, 0.64348, -3.97088)
C (3.22888, -0.74729, -3.09468)
O (2.97943, -1.70031, -4.16344)
C (2.20393, -2.77063, -3.82225)
O (0.81744, -2.46473, -3.70085)
C (0.25619, -2.43785, -2.41012)
C (-0.40350, -1.08796, -2.18137)
O (-0.54626, -0.84565, -0.78123)
H (7.42215, -1.12346, -1.99011)
H (6.64690, -2.30865, -0.92768)
H (7.53041, -2.86662, -2.31168)
H (5.78370, -2.24598, -3.80681)
H (4.91681, -2.75478, -2.37275)
H (4.89307, -0.04620, -1.60013)
H (4.98236, 1.77557, -3.79924)
H (2.69853, -1.02483, -2.18672)
H (2.83857, 0.20354, -3.44195)
H (2.57355, -3.25807, -2.91856)
H (2.29526, -3.47835, -4.64187)
H (-0.48162, -3.23034, -2.29561)
H (0.99046, -2.56867, -1.62166)
H (0.26810, -0.36686, -2.61989)
H (-1.36226, -1.05454, -2.69060)
H (-0.25778, 0.06498, -0.61297)
C (-4.51791, 2.48892, 1.01945)
C (-3.22901, 1.78008, 0.61164)
C (-2.69427, 2.18637, -0.76884)
O (-3.39939, 1.65798, -1.87350)
C (-4.60155, 2.31953, -2.20461)
N (-3.42091, 0.33178, 0.73497)
H (-5.39405, 2.04852, 0.54587)
H (-4.66556, 2.40319, 2.09649)
H (-4.48742, 3.55107, 0.76709)
H (-2.46103, 2.07359, 1.33530)
H (-1.68205, 1.79098, -0.86603)
H (-2.61913, 3.27964, -0.85735)
H (-4.51909, 3.40083, -2.05606)
H (-5.44703, 1.93296, -1.63020)
H (-4.79973, 2.12707, -3.25894)
H (-2.52801, -0.13714, 0.59235)
H (-3.98276, 0.02722, -0.05555)
C (-0.53430, -0.68355, 3.48217)
C (-0.02360, 0.15460, 4.65133)
C (-1.06259, 0.42186, 5.75037)
O (-2.04903, 1.37863, 5.42042)
C (-3.09703, 0.90133, 4.59677)
N (0.55799, 1.39477, 4.12930)
H (-1.13107, -0.09753, 2.78462)
H (0.30524, -1.08492, 2.91598)
H (-1.14153, -1.52264, 3.82786)
H (0.78342, -0.41310, 5.12424)
H (-0.53809, 0.83971, 6.61393)
H (-1.53628, -0.51281, 6.08373)
H (-3.38796, -0.11934, 4.86049)
H (-2.82601, 0.94240, 3.54055)
H (-3.95574, 1.55729, 4.74373)
H (1.02526, 1.89349, 4.88100)
H (-0.20711, 2.00536, 3.85457)

2.
Molecular formula: C14H38BrN4O4
Method: DFT, ωB97M-V/def2-TZVPD

Computed properties:
Kohn-Sham gap = 5.21 eV
Charge = +1
HOMO = -10.4346 eV

Geometry (Å):
N (-2.40803, -0.14485, -3.09128)
C (-1.95834, -0.99897, -1.92649)
C (-0.50709, -1.74121, -2.13135)
N (-0.62720, -3.12330, -2.80675)
Br (-0.06840, -3.08841, -4.59585)
H (-1.61797, 0.34781, -3.56596)
H (-3.02039, -0.66017, -3.76404)
H (-1.81762, -0.25525, -1.00335)
H (-2.74861, -1.84169, -1.62756)
H (0.32246, -1.07265, -2.62510)
H (-0.10748, -1.98554, -1.03324)
H (-0.06011, -3.84116, -2.26448)
H (-1.63418, -3.43064, -2.79737)
C (-4.84992, 3.61769, 1.43151)
O (-3.91712, 2.69692, 0.88278)
C (-4.13384, 2.42547, -0.50794)
C (-3.03912, 3.07397, -1.37342)
N (-3.16417, 4.53407, -1.39126)
C (-1.99125, 5.22834, -1.93528)
C (-0.64057, 5.02780, -1.21703)
O (-0.57509, 5.61591, 0.08324)
C (-1.15473, 4.82925, 1.11509)
H (-4.75225, 3.59100, 2.52031)
H (-4.63146, 4.63551, 1.10076)
H (-5.87716, 3.35204, 1.16802)
H (-5.13791, 2.71677, -0.83699)
H (-4.05569, 1.33858, -0.62333)
H (-3.11352, 2.69194, -2.39615)
H (-2.07423, 2.76098, -0.96293)
H (-3.31677, 4.86938, -0.44315)
H (-2.22725, 6.29773, -1.91255)
H (-1.87920, 4.95449, -2.99072)
H (0.11836, 5.55075, -1.81177)
H (-0.32340, 3.98046, -1.18862)
H (-1.02775, 3.75762, 0.94631)
H (-2.20717, 5.08414, 1.23142)
H (-0.65105, 5.09088, 2.05325)
C (2.65409, -2.42161, -0.92460)
O (1.87538, -2.42740, 0.26394)
C (1.49393, -3.74186, 0.68990)
C (2.26909, -4.15905, 1.95209)
N (3.68362, -4.40324, 1.65663)
C (4.53500, -4.50310, 2.84781)
C (4.60647, -3.27913, 3.78441)
O (5.26883, -2.14650, 3.21936)
C (4.45424, -1.35243, 2.36763)
H (2.70516, -1.39276, -1.29148)
H (3.67413, -2.75577, -0.72226)
H (2.20405, -3.04570, -1.70125)
H (1.59219, -4.48348, -0.11111)
H (0.43126, -3.68266, 0.95057)
H (1.82348, -5.06900, 2.36546)
H (2.14740, -3.35698, 2.68652)
H (4.04066, -3.64749, 1.07697)
H (5.54857, -4.70826, 2.48671)
H (4.22558, -5.37998, 3.42819)
H (5.21633, -3.57248, 4.64764)
H (3.63119, -2.99732, 4.19399)
H (3.41186, -1.32358, 2.69260)
H (4.53334, -1.70602, 1.34058)
H (4.84934, -0.32987, 2.39095)

3.
Molecular formula: C14H38Cl8O12P2
Method: DFT, ωB97M-V/def2-TZVPD

Computed properties:
Kohn-Sham gap = 7.92 eV
HOMO = -8.1437 eV

Geometry (Å):
C (2.95629, -0.08347, 1.75260)
O (2.49134, -1.14997, 2.57110)
P (1.10978, -0.99274, 3.43713)
O (0.74786, -2.20579, 4.26941)
O (1.44163, 0.37676, 4.22637)
C (2.24625, 0.27596, 5.42790)
O (0.00031, -0.64584, 2.35976)
C (-1.32626, -0.54138, 2.84163)
H (3.81980, 0.33773, 2.26742)
H (2.30082, 0.78251, 1.66029)
H (3.30680, -0.32526, 0.74922)
H (2.02694, 1.10188, 6.10457)
H (3.25385, 0.34665, 5.01821)
H (2.05621, -0.66568, 5.94297)
H (-1.73730, -1.54242, 2.71101)
H (-1.90905, 0.20360, 2.29990)
H (-1.41890, -0.31266, 3.90332)
C (-4.00487, -0.37197, -4.86335)
O (-3.26948, -1.54794, -4.46592)
P (-2.37710, -1.41842, -3.15686)
O (-1.54530, -0.21670, -3.11706)
O (-1.56127, -2.81654, -3.11374)
C (-0.31045, -2.91570, -2.38910)
O (-3.47168, -1.49781, -2.00635)
C (-4.42600, -2.61062, -2.03403)
H (-3.72558, -0.01717, -5.85542)
H (-3.96440, 0.41891, -4.11436)
H (-5.05303, -0.64808, -4.97827)
H (0.40633, -3.42131, -3.03616)
H (-0.47690, -3.52289, -1.49932)
H (0.09155, -1.97349, -2.01661)
H (-4.49659, -3.19691, -2.95021)
H (-5.41565, -2.21974, -1.79761)
H (-4.22568, -3.31384, -1.22567)
C (-2.14988, 1.04429, -0.74650)
C (-1.68507, 0.76859, 0.69173)
O (-1.49078, 2.05323, 1.30940)
O (-1.13454, 1.74595, -1.40147)
H (-3.07546, 1.61244, -0.83930)
H (-2.36373, 0.10038, -1.24788)
H (-0.75189, 0.22356, 0.83394)
H (-2.46618, 0.21416, 1.21189)
H (-2.36833, 2.43547, 1.38289)
H (-1.38366, 2.67306, -1.40076)
C (0.53186, 2.43342, 2.10027)
C (1.73457, 3.36741, 2.16405)
O (2.95176, 2.66173, 2.23275)
O (0.26243, 1.84172, 0.88288)
H (-0.35480, 3.00665, 2.37111)
H (0.56978, 1.65886, 2.86624)
H (1.69410, 4.05372, 3.00989)
H (1.72201, 3.94703, 1.24102)
H (3.67381, 3.15952, 1.84228)
H (-0.67858, 1.74094, 0.72186)
C (0.91041, 0.30556, -0.66392)
Cl (0.56732, -1.39517, -0.77892)
Cl (2.54631, 0.69379, -1.10955)
H (0.18698, 0.84910, -1.27165)
H (0.83970, 0.50016, 0.40623)
C (4.88620, 0.52161, -1.43441)
Cl (4.65772, -0.32013, -3.00345)
Cl (4.71651, -0.57011, -0.04882)
H (5.84945, 1.03163, -1.44601)
H (4.04980, 1.21884, -1.38537)
C (1.44352, -3.01200, 0.94310)
Cl (0.49026, -4.12329, 1.97214)
Cl (3.22376, -3.38232, 1.01274)
H (1.11534, -2.91534, -0.09182)
H (1.30278, -2.01668, 1.36458)
C (-0.82887, 1.55000, -3.71670)
Cl (0.84655, 0.99344, -3.35189)
Cl (-0.82414, 3.34860, -3.94793)
H (-1.19780, 1.07528, -4.62589)
H (-1.55929, 1.23501, -2.97146)

4.
Molecular formula: C14H39ClILuN3O2P3
Method: DFT, ωB97M-V/def2-TZVPD

Computed properties:
Kohn-Sham gap = 4.11 eV
Charge = +2
HOMO = -11.9613 eV

Geometry (Å):
C (-1.10218, -1.14214, -3.97010)
C (-0.72447, -1.59577, -2.57622)
H (-1.41542, -0.09619, -3.91572)
H (-1.85135, -1.76595, -4.48604)
H (-0.19657, -1.10985, -4.59425)
O (-0.04857, -0.44939, -1.92549)
I (-1.36193, -3.12802, -1.37804)
Lu (1.08237, 1.32530, -1.20657)
P (3.18597, -0.27435, -1.67968)
C (4.89726, 0.05454, -1.15652)
C (3.20586, -2.01731, -1.12836)
H (3.82355, -2.58527, -1.84103)
H (4.15948, -1.15334, -3.68757)
H (2.19129, -2.43298, -1.13494)
H (2.39510, -0.91453, -3.88952)
H (5.02386, -0.36213, -0.14781)
H (3.65388, -2.08743, -0.12547)
C (3.31798, -0.47625, -3.48837)
H (5.58114, -0.44961, -1.85371)
H (3.50761, 0.49362, -3.96454)
H (5.09266, 1.13320, -1.13611)
P (-3.05658, -0.94841, -2.32832)
C (-3.18285, -0.23535, -0.68840)
C (-3.62409, 0.41569, -3.39612)
H (-3.60190, -3.25466, -3.02797)
H (-4.79992, -2.03858, -3.53299)
H (-4.73316, -2.57001, -1.82175)
C (-4.14049, -2.34728, -2.71209)
H (-3.77839, 0.06742, -4.43097)
H (-4.59188, 0.70149, -2.96719)
H (-3.77680, -0.88137, -0.03355)
H (-3.71736, 0.71446, -0.83160)
H (-2.96012, 1.28911, -3.38219)
H (-2.19991, -0.02800, -0.24404)
Cl (0.85761, -2.92424, -3.21775)
C (-2.15916, -0.15040, 2.61938)
N (-1.41830, 1.09578, 2.40460)
C (-2.21105, 2.23093, 1.93709)
P (0.20487, 1.14452, 2.22700)
O (0.64638, 1.23231, 0.74603)
N (0.76157, 2.53514, 2.90073)
C (2.05361, 3.06842, 2.46302)
C (0.35741, 3.00179, 4.23038)
N (0.80261, -0.26857, 2.80083)
C (1.58969, -1.17693, 1.95475)
C (0.82603, -0.58120, 4.23787)
H (-3.22026, 0.05355, 2.44855)
H (-2.04379, -0.50710, 3.65044)
H (-1.84482, -0.94982, 1.93215)
H (-3.13745, 2.26281, 2.52131)
H (-1.66763, 3.16900, 2.08699)
H (-2.47837, 2.12886, 0.87521)
H (2.08182, 3.18958, 1.37306)
H (2.17046, 4.05175, 2.91649)
H (2.88969, 2.43348, 2.77724)
H (0.42498, 4.09167, 4.23439)
H (-0.67536, 2.71761, 4.45735)
H (1.02021, 2.61935, 5.01479)
H (0.97995, -1.61062, 1.14561)
H (2.46847, -0.66609, 1.52651)
H (1.94388, -1.99219, 2.60102)
H (1.58522, 0.01527, 4.76625)
H (-0.15185, -0.42557, 4.70998)
H (1.08952, -1.63972, 4.34199)